Entry 1:
{"formula": "C36H40AuN4P2Te", "method": "wB97M-V/def2-TZVPD", "elements": ["Au", "N", "C", "C", "C", "N", "C", "C", "N", "C", "H", "H", "H", "H", "H", "H", "H", "H", "H", "H", "H", "H", "H", "H", "H", "H", "Te", "C", "C", "C", "N", "C", "C", "C", "P", "C", "C", "C", "C", "C", "C", "C", "C", "C", "C", "C", "C", "P", "C", "C", "C", "C", "C", "C", "C", "C", "C", "C", "C", "C", "H", "H", "H", "H", "H", "H", "H", "H", "H", "H", "H", "H", "H", "H", "H", "H", "H", "H", "H", "H", "H", "H", "H", "H"], "xyz": [[2.1896, -0.0802, 0.3727], [3.5424, 3.3443, 2.7030], [3.5643, 4.4191, 1.6892], [4.2394, 3.9308, 0.4121], [3.4742, 2.8567, -0.3678], [3.7155, 1.4740, 0.1764], [1.9893, 3.2047, -0.5197], [1.2961, 3.7977, 0.7094], [0.9343, 2.7364, 1.7036], [2.1368, 4.8757, 1.3859], [4.4833, 2.9978, 2.8631], [1.7927, 2.4194, 2.1785], [3.2477, 3.7231, 3.5987], [4.1248, 5.2875, 2.0491], [5.2538, 3.5813, 0.6276], [4.3584, 4.7950, -0.2454], [3.8932, 2.8474, -1.3741], [4.2346, 1.5235, 1.0462], [4.3228, 0.9811, -0.4727], [1.4310, 2.3430, -0.8944], [1.9189, 3.9696, -1.2973], [0.3465, 4.2240, 0.3840], [0.4112, 1.9217, 1.2058], [0.2927, 3.1052, 2.4046], [1.6446, 5.2230, 2.2991], [2.1823, 5.7379, 0.7174], [-2.5988, -2.1206, 1.1122], [-3.3738, -2.8619, -0.7216], [-3.6142, -2.0264, -1.8024], [-4.0854, -2.5775, -2.9853], [-4.3536, -3.8713, -3.1430], [-4.1587, -4.6603, -2.0901], [-3.6679, -4.2115, -0.8711], [-0.9162, -1.0542, 0.5154], [-0.8999, 0.6614, 0.1194], [-2.4126, 1.3667, 0.8541], [-3.5532, 1.7179, 0.1399], [-4.6661, 2.2246, 0.7988], [-4.6517, 2.3862, 2.1755], [-3.5186, 2.0377, 2.8996], [-2.4090, 1.5358, 2.2398], [-1.0645, 0.9796, -1.6760], [-1.2101, 2.2939, -2.1315], [-1.2040, 2.5801, -3.4869], [-1.0303, 1.5551, -4.4109], [-0.8642, 0.2520, -3.9700], [-0.8785, -0.0339, -2.6094], [0.6500, -1.7858, 0.4978], [0.8805, -2.8385, 1.9584], [0.5181, -2.3065, 3.1957], [0.6659, -3.0538, 4.3506], [1.1785, -4.3443, 4.2790], [1.5444, -4.8766, 3.0535], [1.3987, -4.1261, 1.8931], [0.9494, -2.8969, -0.9167], [2.0492, -2.7452, -1.7544], [2.2029, -3.5552, -2.8720], [1.2525, -4.5216, -3.1634], [0.1564, -4.6901, -2.3262], [0.0113, -3.8882, -1.2063], [-3.4386, -0.9624, -1.7353], [-4.2623, -1.9435, -3.8482], [-4.3955, -5.7101, -2.2279], [-3.5069, -4.9145, -0.0624], [-3.5821, 1.5888, -0.9342], [-5.5518, 2.4831, 0.2329], [-5.5229, 2.7754, 2.6855], [-3.5067, 2.1482, 3.9763], [-1.5386, 1.2259, 2.8133], [-1.3555, 3.0995, -1.4168], [-1.3408, 3.5990, -3.8268], [-1.0284, 1.7755, -5.4704], [-0.7309, -0.5516, -4.6833], [-0.7569, -1.0540, -2.2696], [0.0951, -1.3086, 3.2422], [0.3746, -2.6383, 5.3065], [1.2871, -4.9340, 5.1797], [1.9393, -5.8823, 2.9949], [1.6855, -4.5512, 0.9401], [2.7894, -1.9823, -1.5400], [3.0614, -3.4260, -3.5182], [1.3656, -5.1454, -4.0404], [-0.5888, -5.4437, -2.5461], [-0.8379, -4.0319, -0.5528]], "forces_ev_per_a": [[0.0, 0.0, 0.0], [0.0, 0.0, 0.0], [0.0, 0.0, 0.0], [0.0, 0.0, 0.0], [-0.1, 0.0, 0.0], [0.0, -0.1, -0.1], [0.0, 0.0, 0.0], [0.0, 0.0, 0.0], [-0.1, -0.1, 0.1], [0.0, 0.0, 0.0], [0.0, 0.0, 0.0], [0.0, 0.0, 0.0], [0.0, 0.0, 0.0], [0.0, 0.0, 0.0], [0.0, 0.0, 0.0], [0.0, 0.0, 0.0], [-0.1, -0.1, 0.0], [-0.1, 0.0, 0.1], [0.1, 0.1, 0.0], [0.0, 0.0, 0.0], [0.0, 0.0, 0.0], [0.0, 0.0, 0.0], [0.1, 0.0, -0.1], [0.0, 0.0, 0.0], [0.0, 0.0, 0.0], [0.0, 0.0, 0.0], [0.0, 0.0, 0.0], [0.1, 0.0, 0.0], [0.0, 0.0, 0.0], [0.0, 0.0, 0.0], [0.0, 0.0, 0.0], [0.0, 0.0, 0.0], [0.0, 0.0, 0.0], [0.1, 0.1, -0.1], [0.0, -0.1, 0.2], [0.0, 0.0, -0.1], [0.0, 0.0, 0.0], [0.0, 0.0, 0.0], [0.0, 0.0, 0.0], [0.0, 0.0, 0.0], [0.0, 0.0, 0.0], [0.0, 0.1, 0.0], [0.0, 0.0, 0.0], [0.0, 0.0, 0.0], [0.0, 0.0, 0.0], [0.0, 0.0, 0.0], [0.0, 0.0, 0.0], [0.1, 0.1, -0.1], [-0.1, 0.0, 0.0], [0.0, 0.0, 0.0], [0.0, 0.0, 0.0], [0.0, 0.0, 0.0], [0.0, 0.0, 0.0], [0.1, 0.0, 0.0], [-0.1, 0.0, 0.0], [0.0, 0.0, 0.0], [0.0, 0.0, 0.0], [0.0, 0.0, 0.0], [0.0, 0.0, 0.0], [0.0, 0.0, 0.0], [0.0, 0.1, 0.0], [0.0, 0.0, 0.0], [0.0, 0.0, 0.0], [0.0, 0.0, 0.0], [0.0, 0.0, 0.0], [0.0, 0.0, 0.0], [0.0, 0.0, 0.0], [0.0, 0.0, 0.0], [0.0, 0.0, 0.0], [0.0, 0.0, 0.0], [0.0, 0.0, 0.0], [0.0, 0.0, 0.0], [0.0, 0.0, 0.0], [0.0, -0.1, 0.0], [0.0, 0.0, 0.0], [0.0, 0.0, 0.0], [0.0, 0.0, 0.0], [0.0, 0.0, 0.0], [0.0, 0.0, 0.0], [0.0, 0.0, 0.0], [0.0, 0.0, 0.0], [0.0, 0.0, 0.0], [0.0, 0.0, 0.0], [-0.1, 0.0, 0.0]], "e_lumo_ev": -2.487, "largest_force_ev_per_a": 0.19, "charge": 1, "orbital_gap_ev": 6.90, "homo_energy_ha": -0.3450}

Entry 2:
{"formula": "C36H40B3F3O4", "method": "wB97M-V/def2-TZVPD", "elements": ["C", "C", "B", "O", "B", "O", "B", "C", "C", "O", "C", "C", "F", "F", "F", "O", "H", "H", "H", "H", "H", "H", "H", "H", "H", "H", "C", "C", "C", "C", "C", "C", "H", "H", "H", "H", "H", "H", "C", "C", "C", "C", "C", "C", "H", "H", "H", "H", "H", "H", "C", "C", "C", "C", "C", "C", "H", "H", "H", "H", "H", "H", "C", "C", "C", "C", "C", "C", "H", "H", "H", "H", "H", "H", "C", "C", "C", "C", "C", "C", "H", "H", "H", "H", "H", "H"], "xyz": [[-2.7641, -2.3617, -0.5277], [-2.2919, -3.7117, -0.4508], [-1.4620, -4.5224, -1.5671], [-1.6947, -4.4850, -2.9864], [-0.3980, -4.2361, -3.6049], [0.8142, -4.8826, -3.1873], [0.8349, -5.0920, -1.7673], [2.1517, -5.0450, -0.8297], [1.7952, -4.3480, 0.5773], [1.3300, -3.0167, 0.2626], [2.0000, -2.0026, 1.0042], [2.0896, -0.7059, 0.0585], [2.1315, 0.4673, 0.8612], [1.0468, -0.7025, -0.8622], [3.2762, -0.8004, -0.6946], [-0.4115, -5.4045, -1.0946], [-1.9957, -1.5253, -0.5080], [-3.8776, -2.1611, -0.5416], [-2.4988, -4.2654, 0.5244], [-0.3666, -3.4529, -4.4888], [2.4427, -6.1343, -0.6190], [3.0356, -4.5401, -1.3237], [2.6775, -4.3930, 1.2813], [0.9276, -4.9304, 1.0397], [1.4109, -1.6623, 1.9160], [3.0465, -2.2632, 1.3395], [-0.0970, 2.5594, -2.1733], [-0.6843, 3.7372, -2.6230], [-0.6156, 4.8896, -1.8473], [0.0372, 4.8633, -0.6191], [0.6166, 3.6830, -0.1653], [0.5511, 2.5316, -0.9426], [-0.1449, 1.6625, -2.7812], [-1.1955, 3.7573, -3.5795], [-1.0706, 5.8087, -2.1996], [0.0931, 5.7621, -0.0154], [1.1207, 3.6606, 0.7952], [1.0035, 1.6083, -0.5945], [4.8239, 2.9885, 2.8364], [3.9687, 1.8956, 2.7427], [3.5340, 1.2515, 3.8961], [3.9576, 1.6975, 5.1438], [4.8198, 2.7846, 5.2369], [5.2520, 3.4313, 4.0837], [5.1575, 3.4947, 1.9374], [3.6419, 1.5475, 1.7734], [2.8644, 0.4012, 3.8229], [3.6167, 1.1970, 6.0432], [5.1550, 3.1292, 6.2094], [5.9226, 4.2806, 4.1566], [-3.8857, -1.8946, -5.8559], [-4.4626, -0.7108, -6.3055], [-4.3885, 0.4397, -5.5257], [-3.7405, 0.4038, -4.2949], [-3.1726, -0.7835, -3.8467], [-3.2434, -1.9275, -4.6225], [-3.9377, -2.7901, -6.4651], [-4.9698, -0.6844, -7.2638], [-4.8354, 1.3632, -5.8768], [-3.6793, 1.2995, -3.6865], [-2.6695, -0.8215, -2.8863], [-2.7939, -2.8462, -4.2635], [4.5200, 7.4792, 4.6071], [4.0845, 6.6253, 5.6146], [3.7541, 7.1358, 6.8653], [3.8635, 8.5007, 7.1102], [4.3079, 9.3534, 6.1054], [4.6347, 8.8435, 4.8536], [4.7711, 7.0816, 3.6299], [4.0015, 5.5610, 5.4244], [3.4113, 6.4700, 7.6497], [3.6037, 8.8993, 8.0844], [4.3988, 10.4169, 6.2979], [4.9789, 9.5088, 4.0696], [-4.6446, -6.5682, -1.4916], [-4.6514, -5.4731, -2.3493], [-5.8508, -5.0159, -2.8848], [-7.0437, -5.6566, -2.5657], [-7.0357, -6.7571, -1.7151], [-5.8367, -7.2122, -1.1767], [-3.7096, -6.9208, -1.0689], [-3.7256, -4.9768, -2.6001], [-5.8560, -4.1598, -3.5510], [-7.9793, -5.2988, -2.9809], [-7.9649, -7.2603, -1.4709], [-5.8309, -8.0689, -0.5119]], "forces_ev_per_a": [[0.6, -1.8, 0.2], [0.2, 1.4, -0.4], [1.0, -0.5, 1.3], [3.0, 1.1, 1.4], [-0.3, -1.5, 0.4], [-2.0, 1.4, 1.8], [-0.8, -1.0, 0.3], [0.0, -0.3, 0.5], [-0.4, -1.6, -1.1], [1.4, 0.2, 1.2], [-0.6, 1.6, -0.1], [0.8, -1.4, -0.1], [-0.3, -2.5, -2.2], [1.8, 0.8, 1.9], [-2.1, 0.8, 1.3], [0.7, 2.0, -1.8], [-1.2, -0.8, -1.7], [1.4, 0.2, 1.7], [-1.3, 0.0, -1.9], [0.0, -0.1, -0.2], [-0.3, 1.4, -0.2], [-1.0, -0.5, 0.6], [-0.9, 0.4, -0.8], [1.2, 0.8, -0.5], [0.5, -0.6, -1.0], [-1.1, 0.2, -0.6], [0.0, 0.1, 0.1], [0.0, 0.0, 0.0], [0.0, -0.1, 0.0], [0.0, -0.1, -0.1], [0.0, 0.0, 0.0], [0.0, -0.1, -0.1], [0.0, 0.0, 0.0], [0.0, 0.0, 0.1], [0.0, -0.1, 0.0], [0.0, -0.1, 0.0], [0.0, 0.0, -0.1], [-0.2, 0.4, -0.1], [0.0, 0.0, 0.1], [0.1, 0.1, 0.1], [0.1, 0.1, 0.0], [0.0, 0.0, -0.1], [0.0, 0.0, 0.0], [0.0, -0.1, -0.1], [0.0, 0.0, 0.0], [0.1, 0.1, 0.1], [0.0, 0.1, 0.0], [0.0, 0.0, 0.0], [0.0, 0.0, -0.1], [0.0, 0.0, 0.0], [-0.1, 0.1, 0.0], [0.0, 0.0, 0.1], [0.0, -0.1, 0.0], [0.0, 0.0, -0.1], [0.0, 0.2, 0.1], [0.0, -0.2, -0.2], [0.0, 0.0, 0.0], [0.0, 0.0, 0.1], [0.0, -0.1, 0.0], [0.0, 0.0, 0.0], [0.0, 0.0, 0.0], [-0.1, 0.1, 0.0], [0.0, 0.0, 0.1], [0.0, 0.0, 0.0], [0.0, 0.1, -0.1], [0.0, 0.0, -0.1], [0.0, -0.1, 0.0], [0.0, -0.1, 0.0], [0.0, 0.0, 0.1], [0.0, 0.1, 0.0], [0.0, 0.0, -0.1], [0.0, 0.0, -0.1], [0.0, -0.1, 0.0], [0.0, 0.0, 0.0], [-0.1, 0.0, -0.1], [-0.2, -0.1, 0.0], [0.0, -0.1, 0.1], [0.1, 0.0, 0.0], [0.0, 0.0, 0.0], [0.0, 0.1, 0.0], [0.0, 0.0, 0.0], [-0.2, 0.0, -0.1], [0.0, 0.0, 0.0], [0.1, 0.0, 0.0], [0.1, 0.0, 0.0], [0.0, 0.1, 0.0]], "e_lumo_ev": -0.804, "smiles": "C=CB1OBOB(CCOCC(F)(F)F)O1.c1ccccc1.c1ccccc1.c1ccccc1.c1ccccc1.c1ccccc1", "largest_force_ev_per_a": 3.51, "charge": 0, "orbital_gap_ev": 7.48, "homo_energy_ha": -0.3044}